# 1
{"formula": "C32H59Cl20NO4", "method": "ωB97M-V with the def2-TZVPD basis set", "smiles": "COCCCCCC[C@H]1C[C@@H](OC#N)OC1=O.ClCCCl.ClCCCl.ClCCCl.ClCCCl.ClCCCl.ClCCCl.ClCCCl.ClCCCl.ClCCCl.ClCCCl", "e_homo_ha": -0.343, "symbols": ["C", "O", "C", "C", "C", "C", "C", "C", "C", "C", "C", "O", "C", "N", "O", "C", "O", "H", "H", "H", "H", "H", "H", "H", "H", "H", "H", "H", "H", "H", "H", "H", "H", "H", "H", "H", "Cl", "C", "C", "Cl", "H", "H", "H", "H", "Cl", "C", "C", "Cl", "H", "H", "H", "H", "Cl", "C", "C", "Cl", "H", "H", "H", "H", "Cl", "C", "C", "Cl", "H", "H", "H", "H", "Cl", "C", "C", "Cl", "H", "H", "H", "H", "Cl", "C", "C", "Cl", "H", "H", "H", "H", "Cl", "C", "C", "Cl", "H", "H", "H", "H", "Cl", "C", "C", "Cl", "H", "H", "H", "H", "Cl", "C", "C", "Cl", "H", "H", "H", "H", "Cl", "C", "C", "Cl", "H", "H", "H", "H"], "positions_angstrom": [[-2.18, 5.16, -1.12], [-2.84, 5.65, -2.26], [-3.57, 4.69, -3.04], [-3.44, 3.24, -2.66], [-4.16, 2.35, -3.68], [-4.03, 0.86, -3.31], [-2.81, 0.17, -3.89], [-1.58, 0.18, -2.97], [-0.63, -0.92, -3.36], [0.85, -0.83, -3.02], [1.28, -2.21, -3.50], [2.40, -2.68, -2.75], [2.60, -3.95, -2.71], [2.78, -5.09, -2.59], [0.18, -3.07, -3.27], [-0.91, -2.32, -2.90], [-1.81, -2.77, -2.27], [-1.72, 6.01, -0.64], [-2.86, 4.72, -0.40], [-1.39, 4.48, -1.37], [-4.62, 4.98, -3.00], [-3.26, 4.83, -4.08], [-2.42, 2.91, -2.62], [-3.92, 3.06, -1.71], [-5.21, 2.63, -3.75], [-3.72, 2.51, -4.65], [-4.91, 0.31, -3.62], [-3.98, 0.80, -2.23], [-3.05, -0.87, -4.06], [-2.53, 0.59, -4.85], [-1.94, 0.06, -1.95], [-1.07, 1.13, -3.06], [-0.63, -0.94, -4.45], [1.35, -0.12, -3.66], [1.12, -0.62, -2.00], [1.47, -2.17, -4.56], [1.63, 2.90, -2.53], [2.11, 4.59, -2.19], [2.36, 4.85, -0.73], [0.86, 4.69, 0.21], [1.30, 5.21, -2.56], [3.01, 4.79, -2.77], [2.72, 5.87, -0.62], [3.09, 4.18, -0.30], [2.09, -10.30, 0.99], [2.20, -8.76, 0.08], [3.33, -8.74, -0.90], [4.92, -8.70, -0.10], [2.29, -7.96, 0.80], [1.25, -8.64, -0.45], [3.25, -7.84, -1.50], [3.31, -9.60, -1.57], [-1.35, 8.08, 0.70], [-0.46, 8.94, 1.98], [0.59, 8.07, 2.62], [-0.14, 6.75, 3.57], [-1.17, 9.29, 2.72], [0.01, 9.81, 1.52], [1.19, 8.66, 3.31], [1.25, 7.62, 1.88], [0.95, -5.88, 1.21], [-0.83, -6.00, 1.22], [-1.33, -6.20, 2.63], [-0.86, -7.80, 3.24], [-1.12, -6.83, 0.59], [-1.22, -5.08, 0.79], [-2.42, -6.15, 2.65], [-0.94, -5.45, 3.31], [6.36, -3.53, 0.23], [5.60, -4.83, -0.74], [6.58, -5.53, -1.63], [7.17, -4.47, -2.94], [4.79, -4.38, -1.31], [5.18, -5.55, -0.03], [6.10, -6.38, -2.10], [7.45, -5.88, -1.07], [1.53, 9.91, 5.88], [0.01, 10.51, 6.58], [-1.16, 10.33, 5.66], [-1.05, 11.38, 4.22], [0.16, 11.56, 6.83], [-0.16, 9.95, 7.50], [-2.08, 10.60, 6.18], [-1.24, 9.30, 5.32], [-5.79, 0.94, 0.47], [-7.43, 1.53, 0.05], [-7.41, 2.98, -0.34], [-7.02, 4.05, 1.03], [-8.07, 1.36, 0.91], [-7.78, 0.93, -0.78], [-8.40, 3.27, -0.70], [-6.69, 3.17, -1.13], [-1.90, -0.08, 0.56], [-3.05, -0.68, 1.79], [-2.35, -1.18, 3.02], [-1.42, -2.68, 2.74], [-3.66, -1.45, 1.33], [-3.69, 0.16, 2.06], [-3.08, -1.41, 3.79], [-1.65, -0.44, 3.41], [6.82, 2.66, -3.34], [6.99, 1.23, -2.30], [5.68, 0.51, -2.10], [4.53, 1.47, -1.14], [7.41, 1.56, -1.35], [7.70, 0.56, -2.78], [5.85, -0.42, -1.56], [5.21, 0.28, -3.05], [3.37, -10.35, 6.96], [2.22, -10.24, 5.61], [1.08, -9.29, 5.90], [0.00, -9.91, 7.19], [1.85, -11.24, 5.41], [2.77, -9.89, 4.74], [0.48, -9.17, 5.01], [1.45, -8.32, 6.22]], "mulliken_charge": [0.5266, -0.3861, -0.6522, 0.1655, -1.0459, -0.7982, -0.8180, 0.6136, 0.4504, -1.0154, 0.2408, -0.3517, 0.6816, -0.5894, -0.4155, 0.1528, -0.5367, -0.4737, 0.3054, -0.0947, 0.2495, 0.3271, 0.0105, 0.2597, 0.4745, 0.4018, 0.4087, 0.2071, 0.6060, 0.2696, -0.4856, 0.2130, 0.2181, 0.3235, 0.3095, 0.3649, -0.0820, -0.7711, -0.3099, -0.1467, 0.3818, 0.4013, 0.2950, 0.2294, -0.2107, -0.2218, -0.1693, -0.2113, 0.0935, 0.2674, 0.0620, 0.3955, -0.2308, -0.2935, -0.2022, -0.1935, 0.1008, 0.3386, 0.1416, 0.2339, -0.1755, -0.4456, -0.3837, -0.1947, 0.3590, 0.2772, 0.3667, 0.2032, -0.2106, 0.3983, -0.3480, -0.2079, -0.4071, 0.1693, 0.1782, 0.3890, -0.1747, -0.4128, -0.4038, -0.1876, 0.3155, 0.2956, 0.3763, 0.2477, -0.0850, -0.6454, -0.0923, -0.1864, 0.3919, 0.2853, 0.3508, -0.0430, -0.0871, -0.4833, -0.6538, -0.1412, 0.3871, 0.2510, 0.3535, 0.3564, -0.1937, -0.4581, -0.3567, -0.1369, 0.3260, 0.3279, 0.2177, 0.2753, -0.1983, -0.3771, 0.0193, -0.2000, 0.3193, 0.2416, -0.1629, 0.3590]}



# 2
{"formula": "C32H59N4O10P2PtS", "method": "ωB97M-V with the def2-TZVPD basis set", "spin_multiplicity": 5, "e_homo_ha": [-0.401, -0.408], "e_above_lowest_ev": 0.8843, "total_charge": 1, "symbols": ["Pt", "C", "C", "O", "N", "C", "C", "C", "C", "C", "C", "N", "H", "H", "H", "H", "H", "H", "H", "H", "H", "H", "C", "C", "C", "C", "O", "H", "H", "H", "H", "H", "H", "H", "H", "H", "S", "C", "N", "C", "C", "C", "N", "H", "H", "H", "H", "C", "C", "C", "C", "O", "P", "O", "O", "O", "C", "C", "C", "C", "H", "H", "H", "H", "H", "H", "H", "H", "H", "H", "H", "H", "H", "H", "H", "H", "H", "H", "C", "C", "C", "C", "O", "P", "O", "O", "O", "C", "C", "C", "C", "H", "H", "H", "H", "H", "H", "H", "H", "H", "H", "H", "H", "H", "H", "H", "H", "H", "H"], "positions_angstrom": [[0.12, 0.23, -0.11], [4.38, 0.70, -0.93], [3.18, 1.01, -0.08], [2.42, 0.11, 0.28], [3.01, 2.30, 0.25], [1.98, 2.77, 1.15], [0.80, 3.37, 0.46], [0.62, 4.75, 0.44], [-0.45, 5.30, -0.25], [-1.31, 4.44, -0.91], [-1.08, 3.08, -0.84], [-0.07, 2.56, -0.16], [4.54, -0.37, -0.93], [5.27, 1.21, -0.57], [4.18, 1.03, -1.95], [3.60, 2.97, -0.21], [2.43, 3.51, 1.82], [1.67, 1.93, 1.76], [1.33, 5.38, 0.95], [-0.60, 6.37, -0.27], [-2.16, 4.82, -1.47], [-1.72, 2.38, -1.36], [-0.79, -3.50, -0.70], [0.07, -3.04, 0.51], [1.54, -2.96, 0.16], [-0.20, -3.97, 1.68], [-0.44, -1.77, 0.79], [-0.44, -4.50, -0.96], [-0.67, -2.83, -1.55], [-1.84, -3.56, -0.42], [1.92, -3.96, -0.07], [2.09, -2.55, 1.01], [1.70, -2.32, -0.70], [0.18, -4.97, 1.44], [-1.27, -4.05, 1.88], [0.31, -3.60, 2.56], [-2.52, 0.44, 0.40], [-3.71, -0.18, -0.60], [-4.99, -0.19, -0.08], [-6.06, -0.68, -0.73], [-5.89, -1.20, -1.97], [-4.58, -1.17, -2.48], [-3.54, -0.68, -1.85], [-5.09, 0.19, 0.85], [-7.01, -0.63, -0.20], [-6.71, -1.62, -2.53], [-4.38, -1.56, -3.47], [-0.88, -2.00, 5.55], [-1.61, -0.85, 4.89], [-2.53, -1.33, 3.78], [-2.39, -0.04, 5.92], [-0.65, 0.10, 4.36], [0.36, -0.06, 3.15], [0.74, -1.46, 2.85], [-0.22, 0.74, 1.96], [1.57, 0.86, 3.60], [2.41, 0.73, 4.78], [1.71, 1.37, 5.96], [2.74, -0.73, 5.03], [3.67, 1.51, 4.41], [-1.60, -2.73, 5.93], [-0.28, -1.64, 6.40], [-0.22, -2.50, 4.85], [-3.14, -2.16, 4.14], [-1.96, -1.67, 2.92], [-3.18, -0.52, 3.45], [-3.17, -0.66, 6.37], [-2.85, 0.82, 5.45], [-1.73, 0.30, 6.72], [0.77, 0.86, 6.17], [1.50, 2.42, 5.76], [2.35, 1.30, 6.84], [1.86, -1.29, 5.34], [3.48, -0.80, 5.83], [3.14, -1.20, 4.14], [3.42, 2.54, 4.19], [4.14, 1.07, 3.53], [4.38, 1.49, 5.23], [1.40, -2.08, -5.44], [2.06, -1.12, -4.47], [2.44, -1.83, -3.18], [3.25, -0.42, -5.09], [1.08, -0.06, -4.22], [0.32, 0.35, -2.92], [-0.31, -0.80, -2.16], [1.21, 1.08, -1.91], [-0.72, 1.41, -3.44], [-1.57, 1.36, -4.63], [-0.82, 2.03, -5.77], [-1.94, -0.08, -4.97], [-2.80, 2.15, -4.23], [2.07, -2.91, -5.67], [1.14, -1.58, -6.37], [0.49, -2.50, -5.00], [3.30, -2.48, -3.37], [1.62, -2.45, -2.82], [2.72, -1.12, -2.40], [4.03, -1.14, -5.35], [3.67, 0.30, -4.39], [2.96, 0.11, -6.00], [0.11, 1.50, -5.99], [-0.58, 3.06, -5.51], [-1.44, 2.04, -6.66], [-1.09, -0.62, -5.38], [-2.73, -0.08, -5.72], [-2.28, -0.59, -4.07], [-2.51, 3.16, -3.93], [-3.31, 1.67, -3.40], [-3.49, 2.23, -5.07]], "mulliken_charge": [2.8496, -1.9686, 0.5668, -0.4710, 0.2156, 0.3536, 0.4034, -0.7849, -0.6276, -1.3950, 0.1231, 0.5427, 0.3351, 0.5309, 0.3271, 0.2978, 0.6960, -1.2120, 0.5328, 0.4499, 0.4885, 0.2681, -1.5469, 1.8730, -1.1570, -1.6601, 0.2409, 0.4825, -0.0053, 0.3851, 0.6900, 0.0678, -0.2501, 0.5175, 0.3073, 0.1722, -0.3211, 0.0998, 0.0863, -0.2069, -1.0461, 0.1698, 0.1912, 0.2457, 0.4582, 0.4294, 0.4380, -1.4920, 1.8141, -1.1960, -1.8819, -0.1758, -0.3741, -0.3525, -1.1133, 0.1963, 1.6092, -1.4203, -1.4356, -1.7344, 0.5093, 0.3195, 0.1487, 0.5203, -0.0491, 0.2990, 0.4079, 0.3927, 0.3870, 0.1028, 0.3407, 0.4437, 0.2038, 0.5169, 0.2548, 0.2708, 0.3289, 0.4879, -1.9002, 1.9551, -1.4149, -1.7009, 0.2993, -0.3828, 0.1504, -0.6857, -0.0126, 1.6761, -1.5906, -0.9923, -1.5117, 0.4832, 0.3762, 0.3225, 0.6100, 0.3332, -0.0678, 0.4424, 0.2769, 0.3596, 0.1732, 0.3269, 0.4589, 0.1574, 0.5656, -0.1632, 0.2499, 0.1942, 0.4994]}



Computed E_tot (eV) in order:
-294270.882, -93236.124